Formula: C5H8N
Source: the Open Molecules 2025 dataset
Level of theory: the ωB97M-V functional and the def2-TZVPD basis

Atoms and positions in Å:
C (0.420, -0.507, -1.919)
C (0.398, 0.412, -0.930)
C (-0.164, 1.078, 0.216)
C (1.403, 0.373, -1.988)
C (0.167, 0.100, 1.219)
N (-0.934, -0.897, 1.421)
H (-0.039, -1.329, -2.296)
H (0.358, 2.017, 0.375)
H (-1.244, 1.206, 0.015)
H (2.328, 0.602, -2.535)
H (0.974, 0.296, 1.896)
H (-1.766, -0.367, 0.988)
H (-1.059, -1.074, 2.452)
H (-0.842, -1.908, 1.087)

Force components x, y, z for each atom (eV/Å):
C 0.47 0.36 -0.18
C 1.92 1.40 -0.13
C -0.85 1.23 -1.25
C -0.05 -0.24 0.91
C 0.56 -1.59 -0.49
N 0.01 0.02 1.05
H -1.15 -2.22 -1.24
H -0.33 0.28 0.08
H -0.09 0.52 0.37
H -0.62 0.20 0.57
H -0.30 -0.61 0.60
H 0.86 -1.69 1.03
H -0.34 0.64 -1.01
H -0.09 1.72 -0.32

Charge: +1
Calculated total energy: -249.607897 Eh
Spin multiplicity: 1
E_HOMO: -11.135 eV
Maximum force: 2.78 eV/Å
HOMO-LUMO gap: 7.70 eV
Relative energy (zero: lowest compared OMol25 entry of this formula, charge and spin): 570.4 kJ/mol